(1)
DFT (ωB97M-V/def2-TZVPD) results for an isolated molecule of C15H13FN4O5 in a non-equilibrium geometry.

Each line ends with the natural charge from an NBO analysis.
Atoms and positions in Å:
C  0.1997  2.3008  3.2783  -0.26
O  1.2591  1.6452  2.5527  -0.39
N  0.8147  0.3221  2.2073  -0.05
C  0.9102  -0.1019  0.9763  0.13
C  0.5032  -1.4880  0.6054  0.44
N  -0.4971  -2.1699  1.1782  -0.16
O  -0.8702  -3.4899  0.7613  -0.35
C  -0.6791  -3.6240  -0.6231  -0.12
C  0.7854  -3.4040  -0.9223  -0.08
O  1.2369  -2.1106  -0.4394  -0.51
C  1.4822  0.7698  -0.0385  -0.15
C  2.7884  0.5499  -0.4796  -0.15
C  3.3965  1.4183  -1.4207  -0.22
C  2.6651  2.4995  -1.8929  -0.21
C  1.3598  2.6915  -1.4236  -0.19
C  0.7562  1.8744  -0.4629  0.30
O  -0.5341  2.1759  -0.0947  -0.47
C  -1.5185  1.2408  -0.0472  0.49
N  -2.2976  1.2491  1.0203  -0.49
C  -3.2279  0.3398  1.1530  0.30
N  -3.5962  -0.5049  0.1571  -0.51
C  -2.8091  -0.4757  -0.9357  0.47
O  -3.1638  -1.3076  -1.9082  -0.64
C  -1.7336  0.3467  -1.0949  0.20
F  -0.9823  0.3542  -2.2239  -0.29
H  -0.1354  1.7591  4.1559  0.18
H  0.5706  3.2654  3.6867  0.19
H  -0.6440  2.4785  2.6458  0.20
H  -1.2333  -2.8284  -1.1148  0.18
H  -0.9994  -4.5976  -1.0127  0.21
H  0.9621  -3.4109  -2.0101  0.20
H  1.3533  -4.1642  -0.4271  0.19
H  3.3329  -0.3024  -0.1103  0.23
H  4.4297  1.3000  -1.7106  0.22
H  3.0960  3.1575  -2.6703  0.22
H  0.8033  3.5627  -1.7885  0.22
H  -3.7641  0.3094  2.0876  0.20
H  -4.0193  -1.6307  -1.6140  0.50

Properties
electronic energy	-34675.7392	eV
HOMO energy	-9.1541	eV
F_max	0.1125	hartree/bohr
ΔE to the lowest compared entry with this formula, charge and spin	0.000	eV
HOMO-LUMO gap	9.237	eV
SMILES	CO/N=C(/C1=NOCCO1)c1ccccc1Oc1ncnc(O)c1F
2S+1	1
LUMO	0.083	eV

---

(2)
DFT (ωB97M-V/def2-TZVPD) results for an isolated molecule of C15H14BBrO3 in a non-equilibrium geometry.

Each line ends with the natural charge from an NBO analysis.
Atoms and positions in Å:
Br  -0.6676  -1.0046  -4.9966  0.06
C  -1.5873  -1.9103  -3.6039  -0.04
C  -1.9071  -3.2490  -3.6963  -0.27
C  -2.4106  -3.9211  -2.5978  -0.18
C  -2.6760  -3.2260  -1.4444  -0.27
C  -2.4784  -1.8416  -1.3672  0.32
O  -2.7527  -1.1408  -0.2097  -0.48
C  -2.0729  0.0935  -0.1666  -0.08
C  -0.5651  -0.1491  -0.1331  0.03
C  -0.2209  -1.0292  1.0778  -0.09
O  0.8638  -0.4181  1.7543  -0.67
B  1.0293  0.7960  1.0860  1.11
C  2.0498  1.8361  1.6298  -0.39
C  2.7105  1.5056  2.7902  -0.16
C  3.3967  2.5026  3.4578  -0.21
C  3.5589  3.7494  2.9014  -0.20
C  2.9581  4.0173  1.6862  -0.21
C  2.1887  3.0832  1.0464  -0.17
O  0.2229  1.0196  -0.0413  -0.67
C  -1.9199  -1.1789  -2.4869  -0.35
H  -1.6787  -3.7684  -4.6214  0.23
H  -2.4280  -5.0060  -2.6102  0.23
H  -3.0048  -3.7332  -0.5746  0.23
H  -2.3442  0.5713  0.7586  0.20
H  -2.3887  0.7417  -0.9647  0.18
H  -0.2947  -0.6676  -1.0726  0.19
H  -1.0761  -1.1071  1.7701  0.18
H  0.0774  -2.0410  0.8026  0.19
H  2.5850  0.5306  3.2015  0.22
H  3.8237  2.2610  4.3987  0.21
H  4.1269  4.5016  3.3870  0.21
H  2.9529  5.0089  1.2767  0.21
H  1.6911  3.2907  0.0961  0.22
H  -1.7621  -0.1172  -2.5338  0.24

Properties
electronic energy	-92645.2188	eV
HOMO energy	-8.9674	eV
F_max	0.0357	hartree/bohr
ΔE to the lowest compared entry with this formula, charge and spin	0.000	eV
HOMO-LUMO gap	9.558	eV
SMILES	Brc1cccc(OC[C@@H]2COB(c3ccccc3)O2)c1
2S+1	1
LUMO	0.590	eV

---

(3)
DFT (ωB97M-V/def2-TZVPD) results for a structure of composition C15H14Cl3N3O3S in a non-equilibrium geometry.

Each line ends with the natural charge from an NBO analysis.
Atoms and positions in Å:
C  2.1655  0.1152  -4.7526  -0.26
H  1.4619  1.0264  -5.0353  0.20
O  1.5936  -0.3251  -3.4209  -0.50
C  0.4609  -0.8746  -3.4640  0.34
C  -0.4126  -0.8179  -4.6023  -0.31
C  -1.5688  -1.6700  -4.4025  -0.19
C  -1.7812  -2.2752  -3.1782  -0.23
C  -1.1875  -2.0420  -2.1152  -0.24
C  0.0421  -1.4230  -2.3072  0.07
N  1.1103  -1.2914  -1.2039  -0.58
C  0.7929  -1.3638  0.0998  0.25
S  2.1048  -1.2962  0.9955  -0.22
N  -0.2717  -0.8025  0.5285  -0.59
H  -1.0797  -0.7570  -0.0327  0.40
C  -0.6972  -0.7387  1.9155  -0.06
N  -0.2893  0.4098  2.3957  -0.64
C  0.4239  0.8177  3.6220  0.66
O  0.6798  -0.1770  4.3487  -0.58
C  0.4127  2.1772  3.9493  0.09
C  1.2255  2.6371  4.9170  -0.16
C  1.1297  4.1935  4.5577  -0.30
C  0.5742  4.0788  3.3882  0.13
O  0.0977  2.9907  2.9870  -0.37
H  0.3884  4.9808  2.8487  0.19
H  1.3152  4.9854  5.1957  0.23
H  1.5725  2.2773  5.8286  0.25
H  -0.5220  1.3977  1.8154  0.41
H  -0.1081  -1.5479  2.6201  0.30
C  -1.9916  -1.3323  2.1529  0.05
Cl  -2.2670  -2.9339  1.7183  0.13
Cl  -2.6325  -1.1213  3.9300  0.00
Cl  -3.2281  -0.0940  1.1753  -0.17
H  2.0212  -1.3065  -1.5106  0.43
H  -1.2403  -2.4879  -1.1727  0.22
H  -2.8756  -2.6851  -3.0115  0.20
H  -2.4961  -1.8786  -5.0796  0.23
H  -0.3291  -0.5178  -5.5424  0.22
H  2.3144  -0.8329  -5.5014  0.21
H  3.0910  0.5050  -4.6568  0.19

Properties
electronic energy	-74788.5050	eV
HOMO energy	-7.7625	eV
F_max	0.2239	hartree/bohr
HOMO-LUMO gap	7.888	eV
2S+1	1
LUMO	0.125	eV

---

(4)
DFT (ωB97M-V/def2-TZVPD) results for a structure of composition C15H14Cl3N6O4RuS in a non-equilibrium geometry.

Each line ends with the natural charge from an NBO analysis.
Atoms and positions in Å:
Ru  0.6576  0.2979  -0.5876  0.99
C  -0.4002  3.9838  1.3957  -0.68
C  -0.3345  2.7772  0.5305  0.30
N  0.7401  2.2571  0.0728  -0.22
N  1.9584  2.8760  0.2890  -0.37
C  2.8843  2.2655  -0.3737  0.29
N  4.1549  2.6835  -0.3320  -0.75
S  2.5724  0.8511  -1.4371  0.37
C  -1.5010  2.1045  -0.0869  0.18
C  -2.8025  2.4633  0.1333  -0.22
C  -3.8040  1.8834  -0.6457  -0.10
C  -3.4582  0.9823  -1.6251  -0.23
C  -2.1263  0.6241  -1.7747  0.15
N  -1.1631  1.1628  -1.0211  -0.41
H  0.4330  3.9745  2.0943  0.27
H  -1.3386  4.0273  1.9432  0.24
H  -0.3100  4.8871  0.7880  0.26
H  4.3974  3.4566  0.2651  0.43
H  4.8858  2.1712  -0.7922  0.42
H  -3.0446  3.1908  0.8934  0.24
H  -4.8391  2.1547  -0.4870  0.24
H  -4.2000  0.5358  -2.2707  0.25
H  -1.8196  -0.1086  -2.4989  0.26
Cl  -0.0098  -1.8674  3.7802  0.09
C  0.6218  -0.2725  3.3808  -0.21
Cl  -0.4528  1.0028  4.0039  0.05
Cl  2.2345  -0.0618  4.0286  0.10
C  0.6119  -0.1325  1.8573  0.73
O  -0.4400  -0.2568  1.2103  -0.60
O  1.6655  0.1553  1.2200  -0.53
C  -1.5527  -4.4253  -1.1072  -0.39
N  -0.2597  -3.7457  -1.0660  -0.41
C  0.9185  -4.4352  -0.9186  0.08
C  2.1044  -3.8252  -0.8421  -0.37
C  2.1718  -2.3745  -0.8806  0.63
O  3.2205  -1.7535  -0.7947  -0.62
N  0.9495  -1.7115  -1.0234  -0.67
C  -0.2520  -2.3732  -1.1179  0.79
O  -1.2944  -1.7414  -1.2385  -0.70
H  -1.3755  -5.4969  -1.1098  0.21
H  -2.0950  -4.1398  -2.0049  0.22
H  -2.1501  -4.1514  -0.2399  0.22
H  0.8212  -5.5117  -0.8735  0.22
H  3.0202  -4.3836  -0.7368  0.25

Properties
electronic energy	-83891.6174	eV
HOMO energy (alpha / beta)	-11.3674 / -11.3676	eV
F_max	0.0580	hartree/bohr
total charge	+1
ΔE to the lowest compared entry with this formula, charge and spin	1.383	eV
HOMO-LUMO gap (alpha / beta)	5.636 / 5.647	eV
2S+1	1
LUMO (alpha / beta)	-5.731 / -5.720	eV

---

(5)
DFT (ωB97M-V/def2-TZVPD) results for an isolated molecule of C15H14ClNO3.

Each line ends with the natural charge from an NBO analysis.
Atoms and positions in Å:
C  0.1141  -0.7792  5.2055  -0.25
O  1.0679  -1.4772  4.4430  -0.51
C  0.8048  -1.7001  3.1234  0.35
C  1.7923  -2.3847  2.4109  -0.26
C  1.6290  -2.6550  1.0725  -0.23
C  0.4722  -2.2501  0.4070  0.26
O  0.4158  -2.5533  -0.9365  -0.51
C  -0.7641  -2.2370  -1.6322  -0.17
C  -0.9854  -0.7325  -1.8354  0.66
O  -2.0731  -0.2641  -2.0702  -0.59
N  0.1731  -0.0273  -1.7603  -0.65
C  0.2912  1.3613  -1.9398  0.20
C  1.2066  1.8552  -2.8643  -0.24
C  1.3321  3.2140  -3.0791  -0.20
C  0.5360  4.1013  -2.3735  -0.21
C  -0.3611  3.6285  -1.4339  -0.20
C  -0.4750  2.2656  -1.2043  -0.07
Cl  -1.5313  1.7139  0.0376  0.03
C  -0.5117  -1.5749  1.1093  -0.28
C  -0.3462  -1.3015  2.4594  -0.30
H  -0.8383  -1.3177  5.2501  0.17
H  0.5333  -0.7078  6.2079  0.20
H  -0.0565  0.2283  4.8123  0.18
H  2.6827  -2.6941  2.9341  0.22
H  2.3877  -3.1835  0.5173  0.22
H  -0.6546  -2.6971  -2.6200  0.22
H  -1.6530  -2.6644  -1.1535  0.21
H  1.0300  -0.5647  -1.7301  0.42
H  1.8144  1.1555  -3.4191  0.22
H  2.0446  3.5791  -3.8027  0.22
H  0.6199  5.1630  -2.5461  0.22
H  -0.9699  4.3105  -0.8617  0.23
H  -1.4166  -1.2403  0.6278  0.23
H  -1.1315  -0.7686  2.9709  0.22

Properties
electronic energy	-35937.0851	eV
HOMO energy	-8.1385	eV
F_max	0.0092	hartree/bohr
ΔE to the lowest compared entry with this formula, charge and spin	0.705	eV
HOMO-LUMO gap	8.847	eV
SMILES	COc1ccc(OCC(=O)Nc2ccccc2Cl)cc1
2S+1	1
LUMO	0.709	eV

---

(6)
DFT (ωB97M-V/def2-TZVPD) results for a structure of composition C15H14CrF9N3OS in a non-equilibrium geometry.

Each line ends with the natural charge from an NBO analysis.
Atoms and positions in Å:
Cr  0.1080  0.6440  -0.9246  1.14
N  2.2759  0.8749  -1.1898  -0.85
C  2.6406  2.2807  -1.4141  -0.23
C  1.6142  3.1624  -0.7120  -0.23
N  0.2685  2.7704  -1.1712  -0.83
H  2.6723  0.5062  -0.3321  0.39
H  2.5889  0.2597  -1.9300  0.41
H  2.6110  2.4776  -2.4874  0.20
H  3.6438  2.5238  -1.0562  0.20
H  1.8342  4.2185  -0.8899  0.20
H  1.6579  2.9776  0.3618  0.21
H  0.1311  3.0651  -2.1317  0.38
H  -0.4521  3.2169  -0.6151  0.41
S  -3.9615  0.9562  0.9349  0.38
C  -4.2195  0.8634  -0.7563  -0.39
C  -3.0515  0.7809  -1.4499  -0.28
C  -1.8731  0.7868  -0.6411  -0.37
C  -2.2321  0.8965  0.6866  -0.31
C  -1.2837  0.8696  1.7801  0.22
C  -1.6423  0.6476  3.1151  -0.24
C  -0.6626  0.5419  4.0783  -0.14
C  0.6722  0.6540  3.6999  -0.28
C  0.9458  0.9005  2.3717  0.06
N  0.0132  1.0346  1.4278  -0.53
H  -5.2292  0.8703  -1.1386  0.23
H  -3.0325  0.6956  -2.5294  0.21
H  -2.6879  0.5306  3.3667  0.23
H  -0.9265  0.3653  5.1127  0.22
H  1.4714  0.5515  4.4200  0.22
H  1.9761  1.0154  2.0450  0.18
F  -0.1246  -2.2905  1.4381  -0.32
C  0.6415  -2.9811  0.5795  0.96
F  0.4352  -4.2852  0.8142  -0.32
F  1.9201  -2.7103  0.9041  -0.32
C  0.3704  -2.5482  -0.9026  0.03
O  0.7096  -1.2596  -1.0603  -0.86
C  1.2874  -3.3920  -1.8488  0.96
F  1.1730  -4.7186  -1.7036  -0.31
F  2.5783  -3.0752  -1.6340  -0.32
F  1.0185  -3.1060  -3.1337  -0.32
C  -1.1186  -2.8308  -1.2761  0.96
F  -1.3938  -4.1460  -1.3341  -0.32
F  -1.4027  -2.3066  -2.4777  -0.31
F  -1.9651  -2.2885  -0.3960  -0.31

Properties
electronic energy	-86016.3701	eV
HOMO energy (alpha / beta)	-7.2289 / -7.9535	eV
F_max	0.0240	hartree/bohr
ΔE to the lowest compared entry with this formula, charge and spin	0.132	eV
HOMO-LUMO gap (alpha / beta)	7.206 / 7.860	eV
expectation value of S²	6.020
2S+1	5
LUMO (alpha / beta)	-0.023 / -0.093	eV